ORCA calculation (wB97M-V/def2-TZVPD) on a structure of composition C27H25BiF6NO6STe.

- HOMO level (eV) = -5.62
- net charge = -1
- DFT total energy (eV) = -82456.3926

The geometry in XYZ format:
```
68
Properties=species:S:1:pos:R:3:forces:R:3
Bi -0.323127 0.081805 -0.449283 0.0 0.3 -0.3
C -2.835333 -0.036521 2.954004 0.0 0.0 0.0
C -3.148815 -0.857785 1.879638 0.0 0.0 0.0
C -2.254236 -1.839448 1.471208 0.1 0.0 0.0
C -1.032130 -1.977187 2.129320 0.0 0.0 0.0
C -0.718859 -1.149147 3.201888 0.0 0.0 0.0
C -1.623310 -0.182788 3.616493 0.0 0.0 0.0
H -3.529723 0.733687 3.263952 0.0 0.0 0.0
H -4.092749 -0.743430 1.362407 0.0 0.0 0.0
H -2.506553 -2.502160 0.652792 0.0 0.0 0.1
H -0.348775 -2.761114 1.821839 0.0 0.0 0.0
H 0.229096 -1.257872 3.714599 0.0 0.0 0.0
H -1.372728 0.473099 4.440158 0.0 0.0 0.0
C 0.719386 0.307593 -5.078891 0.1 0.1 0.0
C 0.539423 0.896613 -3.702066 0.0 -0.1 0.1
O 0.208980 0.100473 -2.807885 0.0 -0.2 -0.1
C 0.765933 2.300436 -3.468728 0.0 0.0 0.2
C 1.224355 3.098744 -4.540566 0.0 0.0 0.0
C 1.516740 4.424962 -4.390052 0.0 0.0 0.0
C 1.350883 4.999664 -3.120096 0.0 0.0 0.0
C 0.905418 4.264441 -2.055245 0.0 0.0 0.1
C 0.588093 2.885906 -2.177522 0.0 0.0 -0.3
O 0.164749 2.247774 -1.125206 0.2 -0.2 0.0
H 0.442343 -0.742268 -5.047903 0.0 0.0 0.0
H 1.764093 0.393879 -5.386199 0.0 0.0 0.0
H 0.108991 0.826625 -5.818023 0.0 0.0 0.0
H 1.354737 2.641619 -5.512167 0.0 0.0 0.0
H 1.868124 5.015367 -5.225193 0.0 0.0 0.0
H 1.579706 6.048275 -2.969073 0.0 0.0 0.0
H 0.791018 4.724328 -1.086672 0.0 0.0 0.0
F 5.270536 -0.485466 -4.328724 0.0 0.0 0.0
C 4.474837 -0.411358 -3.235348 0.0 0.0 0.0
C 4.118207 -1.574508 -2.587722 0.0 0.0 0.0
C 3.292012 -1.486531 -1.474235 0.0 0.0 0.0
C 2.809651 -0.260954 -1.014372 0.0 0.0 0.0
C 1.855001 -0.162528 0.121757 0.0 0.1 0.2
C 3.238445 0.892004 -1.676325 0.0 0.0 0.0
C 4.061792 0.827935 -2.789144 0.0 0.0 0.0
H 4.491740 -2.524771 -2.945489 0.0 0.0 0.0
H 3.042505 -2.395362 -0.937607 0.0 0.0 0.0
H 2.010501 0.736288 0.720582 0.0 0.0 0.0
H 1.893684 -1.030270 0.784805 0.0 0.0 -0.1
H 2.910445 1.858523 -1.313503 0.0 0.0 0.0
H 4.380997 1.723536 -3.306826 0.0 0.0 0.0
N 0.079899 -2.406153 -1.574899 0.0 -0.1 -0.1
C -0.949243 -3.352562 -1.275302 0.0 0.0 0.0
C -2.201615 -3.219805 -1.860508 0.0 0.0 0.0
C -3.230141 -4.083249 -1.500252 0.0 0.0 0.0
C -3.016757 -5.076028 -0.557106 0.0 0.0 0.0
C -1.758764 -5.214276 0.013545 0.1 0.0 0.0
C -0.727861 -4.358575 -0.341934 0.0 0.0 0.0
S -4.354515 -6.163991 -0.034469 0.0 0.0 0.0
O -4.737020 -5.611182 1.255506 0.0 0.0 0.0
O -5.356985 -6.022369 -1.078436 0.0 0.0 0.0
O -3.725739 -7.473402 0.038675 0.0 0.0 0.0
H 0.015357 -2.069491 -2.529501 0.0 0.1 0.0
H 1.002223 -2.808582 -1.468542 0.0 0.0 0.1
H -2.378125 -2.438491 -2.594355 0.0 0.0 0.0
H -4.211470 -4.002128 -1.950581 0.0 0.0 0.0
H -1.592041 -6.006726 0.732592 0.0 0.0 0.0
H 0.255585 -4.470521 0.106096 0.0 0.0 0.0
F 0.808100 3.755225 0.937402 0.0 -0.1 -0.2
Te -0.952576 3.085002 1.127236 -0.4 -0.6 -0.1
F -1.317264 4.645954 0.197835 -0.1 0.2 0.2
F -2.145558 2.306918 -0.209654 0.4 0.3 0.1
F -0.550579 3.588919 2.891021 0.1 0.2 -0.1
F -2.644683 3.275601 1.900640 -0.1 -0.1 0.1
O -0.374084 1.385018 1.383540 0.0 0.0 0.2
```
Positions in Å, forces in eV/Å.

***

ORCA calculation (wB97M-V/def2-TZVPD) on a cluster of 4 separate species, C29H62I2N3O12P3 in total at a distorted geometry.

- HOMO level (eV) = -9.19
- SMILES = C[C@H](I)C[C@@](C#N)(CN)[C@@H](C#N)CCCI.CCOP(=O)(OCC)OCC.CCOP(=O)(OCC)OCC.CCOP(=O)(OCC)OCC
- DFT total energy (eV) = -104185.1668

The geometry in XYZ format:
```
111
Properties=species:S:1:pos:R:3:forces:R:3
C 6.186243 0.070270 -4.150991 0.6 -0.4 0.3
C 7.430730 -0.309326 -3.266594 -0.6 1.4 -0.1
I 8.574034 -1.956964 -4.102589 -0.3 0.4 0.2
C 7.107945 -0.442006 -1.748725 0.9 -0.3 -0.7
C 6.460267 -1.782049 -1.261052 -0.4 0.0 1.1
C 5.577281 -2.489461 -2.271320 2.7 2.3 2.6
N 5.048454 -3.039195 -3.099850 -1.7 -1.5 -2.0
C 7.579137 -2.821702 -0.791539 -0.2 -1.0 -0.8
N 7.407278 -3.274576 0.596413 0.6 0.6 -0.2
C 5.500642 -1.397811 -0.053335 -0.7 0.6 -0.9
C 6.186347 -0.511574 0.959745 -1.8 -2.7 -2.7
N 6.648908 0.049666 1.822221 1.2 1.5 1.9
C 4.217587 -0.709395 -0.681147 -0.3 0.7 1.5
C 3.508318 0.278793 0.322068 -0.5 0.2 -0.8
C 3.938976 1.773283 0.096949 -0.3 -0.7 0.2
I 3.998478 2.910817 1.956603 0.0 -0.3 -0.7
H 6.525585 0.527547 -5.104194 -0.2 -0.4 0.6
H 5.555166 -0.813875 -4.368195 0.2 0.7 0.2
H 5.626601 0.850298 -3.588278 0.1 -0.5 -0.4
H 8.106198 0.569609 -3.359117 -0.2 -0.8 0.1
H 8.075744 -0.344647 -1.205029 -0.7 -0.1 -0.2
H 6.530201 0.468461 -1.468751 0.1 -0.7 -0.2
H 7.465865 -3.720507 -1.439263 0.1 0.6 0.4
H 8.599709 -2.440629 -1.021423 -0.8 0.0 0.3
H 8.061721 -2.750508 1.177517 -0.4 -0.3 0.1
H 7.632136 -4.259976 0.689047 0.0 0.2 -0.1
H 5.107942 -2.302382 0.452149 0.7 0.5 0.0
H 4.453036 -0.116581 -1.586712 -0.1 -0.6 0.2
H 3.472196 -1.504711 -0.890756 0.7 0.4 -0.3
H 2.427214 0.242023 0.052484 0.6 0.0 0.5
H 3.594406 -0.054194 1.373026 0.1 0.2 -0.5
H 3.158504 2.259150 -0.518602 0.7 -0.1 0.3
H 4.935543 1.845298 -0.378944 -0.6 0.2 0.4
O 2.055861 4.414854 -3.826551 -1.5 0.0 3.9
P 0.726372 3.724158 -4.018066 1.2 -1.2 -8.3
O 1.284736 2.368472 -4.779855 -0.2 -0.2 1.0
C 1.984860 1.388586 -4.019517 0.0 -0.2 0.0
C 1.031787 0.540888 -3.196528 0.0 0.1 0.2
O 0.277837 4.571400 -5.368804 -0.7 0.2 1.0
C 0.653336 5.937366 -5.540201 0.2 0.2 -0.3
C 1.769226 6.038721 -6.558746 0.2 -0.1 -0.1
O -0.789548 3.011665 -3.980515 1.2 1.1 2.4
C -1.985172 3.712867 -4.346268 -0.7 0.2 0.3
C -2.417028 3.266922 -5.727022 0.2 -0.2 -0.2
H 2.734427 1.870295 -3.381293 0.0 0.0 0.0
H 2.515529 0.755272 -4.732648 0.0 0.1 -0.1
H 0.554871 1.139008 -2.414189 0.0 -0.1 0.0
H 1.562758 -0.286800 -2.719587 0.0 0.0 0.0
H 0.235876 0.136422 -3.822670 0.1 0.0 0.0
H 0.933553 6.397616 -4.592269 0.1 -0.1 0.0
H -0.226904 6.473508 -5.907996 -0.1 -0.1 0.0
H 2.631902 5.440981 -6.260545 0.0 0.1 0.2
H 2.089403 7.074496 -6.686608 0.0 0.0 0.0
H 1.437366 5.651894 -7.524346 -0.1 0.1 0.0
H -1.856356 4.792845 -4.281435 0.1 0.0 -0.1
H -2.756164 3.436957 -3.622189 0.1 0.0 0.1
H -1.654769 3.479602 -6.474834 0.0 0.1 0.1
H -3.342191 3.764348 -6.022826 0.0 0.0 0.1
H -2.576632 2.186959 -5.745052 -0.1 0.1 0.1
O -0.854048 -0.658564 2.108754 -2.1 1.5 3.3
P -1.034209 -1.912812 2.931691 4.3 -4.9 -5.4
O 0.548084 -2.341320 3.104769 -0.5 0.5 0.8
C 1.373523 -1.594186 3.993176 0.2 0.1 0.2
C 1.110233 -1.971473 5.438847 -0.1 0.0 0.1
O -1.396876 -2.891530 1.644128 -0.9 0.1 0.7
C -2.089771 -2.384368 0.503746 0.1 0.0 -0.4
C -1.121962 -2.208906 -0.648298 0.2 0.0 -0.1
O -1.462809 -3.162366 3.960798 -0.7 2.7 0.5
C -2.542019 -4.062956 3.676991 -0.7 -0.3 0.3
C -1.972969 -5.383745 3.204064 0.4 0.0 -0.1
H 1.227045 -0.521232 3.831694 0.0 0.0 0.0
H 2.408411 -1.828649 3.737396 -0.1 0.0 -0.1
H 0.106197 -1.663407 5.744437 0.0 0.0 0.0
H 1.832648 -1.491291 6.101941 0.0 0.0 0.0
H 1.170253 -3.052226 5.572814 0.1 0.0 0.0
H -2.612063 -1.455260 0.732688 0.1 0.0 0.0
H -2.852191 -3.120407 0.231906 0.0 -0.1 0.1
H -0.299179 -1.545119 -0.375560 -0.1 0.1 0.1
H -1.626860 -1.797472 -1.524532 0.0 0.0 0.0
H -0.675700 -3.168324 -0.918325 -0.1 0.0 0.0
H -3.247299 -3.636640 2.963960 0.1 0.0 -0.1
H -3.085920 -4.220331 4.612030 0.1 0.2 0.0
H -1.381141 -5.265019 2.297942 -0.1 0.1 0.0
H -2.771591 -6.100493 3.005927 0.0 0.1 0.1
H -1.304012 -5.801702 3.959140 -0.1 0.0 0.1
O -6.270544 -0.043010 1.426509 0.9 3.8 -0.5
P -6.467925 0.578385 2.785621 -2.2 -6.7 3.6
O -5.443358 -0.341463 3.688592 0.1 0.9 -0.4
C -4.040630 -0.159435 3.536158 0.3 0.1 0.0
C -3.566037 1.086934 4.257865 0.1 0.1 0.0
O -7.879971 -0.203729 3.152875 0.0 1.0 -0.1
C -8.801115 -0.581190 2.130523 -0.1 -0.4 -0.1
C -8.717398 -2.073814 1.889589 0.1 -0.2 0.0
O -6.712339 1.600153 4.085703 1.0 0.8 -2.6
C -8.013757 2.056821 4.477608 -0.4 0.6 0.1
C -8.459441 1.289087 5.703756 0.2 -0.3 0.1
H -3.774984 -0.125119 2.474635 0.0 0.0 0.0
H -3.557165 -1.039907 3.972059 -0.2 -0.1 0.0
H -3.966076 1.986402 3.782693 0.1 0.0 0.0
H -2.475766 1.149411 4.246427 0.0 0.0 -0.1
H -3.910795 1.088219 5.292776 0.0 -0.1 0.0
H -8.633306 -0.017576 1.212488 0.1 -0.1 0.0
H -9.804023 -0.323943 2.484804 0.1 0.1 0.1
H -7.703901 -2.374083 1.618846 0.0 0.2 -0.1
H -9.397128 -2.380303 1.092295 0.0 0.0 0.0
H -8.974587 -2.619691 2.799579 -0.1 0.1 0.0
H -8.730608 1.983968 3.660412 0.0 -0.1 0.0
H -7.921527 3.116032 4.730918 0.1 0.0 -0.1
H -8.518285 0.219512 5.508792 -0.1 0.1 -0.2
H -9.437430 1.634674 6.042761 0.0 0.1 0.0
H -7.740016 1.417597 6.514969 -0.1 0.1 0.0
```
Positions in Å, forces in eV/Å.